# C4H7NOS

A single C4H7NOS molecule in a non-equilibrium geometry (ωB97M-V with the def2-TZVPD basis set, the OMol25 dataset).

* 2S+1: 1
* E_tot: -18632.606 eV
* ΔE to the lowest compared entry with this formula, charge and spin: 187.6 kJ/mol
* E_LUMO: 0.6 eV
* largest force on an atom: 3.1 eV Å⁻¹
* charge: 0

Last columns: bonded neighbours and bond lengths (Å).
Positions of all 14 atoms, in Å:
1 H -2.48620 1.95610 0.96032  N2 0.995
2 N -1.88407 1.25547 0.58951  H1 0.995, C3 1.263
3 C -2.24062 0.16926 0.05374  N2 1.263, O4 1.366, S5 1.733
4 O -3.50850 -0.31966 -0.08849  C3 1.366, H9 0.966
5 S -1.16730 -1.13496 -0.33570  C3 1.733, C6 1.838
6 C 0.56637 -0.67622 0.06744  S5 1.838, C7 1.308, C8 1.483
7 C 1.38252 -1.39573 0.79386  C6 1.308, H10 1.012, H11 1.026
8 C 1.05607 0.53721 -0.63144  C6 1.483, H12 1.035, H13 1.069, H14 1.044
9 H -3.65986 -1.27150 -0.03090  O4 0.966
10 H 2.32406 -1.04032 0.89789  C7 1.012
11 H 1.08934 -2.30482 1.16977  C7 1.026
12 H 0.28515 0.83696 -1.25422  C8 1.035
13 H 1.88175 0.26507 -1.25388  C8 1.069
14 H 1.32618 1.29190 0.03708  C8 1.044